A structure of composition C29H41O28Pd, computed with wB97M-V/def2-TZVPD.

Geometry (Å):
Pd1 -4.7490 3.5247 0.8191
C1 0.8474 0.2253 -1.3310
C2 0.3414 0.7682 0.0174
O1 -1.0346 1.0258 0.0493
H1 0.6531 0.8385 -2.2109
H2 0.4332 -0.7823 -1.3675
H3 1.9115 0.0111 -1.2317
H4 0.8043 1.7454 0.1544
H5 0.7187 0.1366 0.8217
C3 -4.4871 -3.1555 -5.5070
C4 -3.6136 -2.2341 -4.7832
O2 -2.3630 -2.4806 -5.3767
C5 -2.3696 -3.7729 -5.6176
O3 -1.3296 -4.3675 -5.6818
O4 -3.6233 -4.2277 -5.7477
H6 -4.8428 -2.7163 -6.4390
H7 -5.2991 -3.5821 -4.9181
H8 -3.6056 -2.4119 -3.7078
H9 -3.9620 -1.2137 -4.9429
C6 -1.1904 -5.3832 1.7053
C7 -2.6380 -5.0270 1.7578
O5 -3.2313 -6.0220 2.5075
C8 -2.4770 -7.0747 2.4828
O6 -2.7246 -8.1511 2.9950
O7 -1.3257 -6.7772 1.9440
H10 -0.6102 -4.7669 2.3921
H11 -0.7038 -5.3780 0.7299
H12 -3.0651 -4.9706 0.7565
H13 -2.7879 -4.0330 2.1792
C9 -3.6860 -1.4796 6.4239
C10 -5.1900 -1.5103 6.7476
O8 -5.3552 -2.7739 7.2328
C11 -4.2424 -3.5477 7.3101
O9 -4.2042 -4.6967 7.6930
O10 -3.1981 -2.8190 6.6997
H14 -3.1427 -0.9405 7.2000
H15 -3.4554 -1.1638 5.4064
H16 -5.7172 -1.3705 5.8039
H17 -5.4791 -0.8019 7.5240
C12 6.5445 1.8954 3.7865
C13 7.5443 0.7638 4.0046
O11 8.7026 1.4121 3.6319
C14 8.5442 2.4073 2.8298
O12 9.3728 2.8924 2.0638
O13 7.2210 2.6447 2.6897
H18 6.2963 2.5799 4.5977
H19 5.6054 1.5194 3.3804
H20 7.3995 -0.1153 3.3766
H21 7.4967 0.4195 5.0376
C15 -9.6449 -3.3650 1.6867
C16 -9.3496 -3.7456 0.2407
O14 -8.1833 -2.9474 -0.0141
C17 -8.2449 -1.8889 0.8060
O15 -7.5248 -0.8841 0.6814
O16 -9.1270 -2.0977 1.7702
H22 -9.2366 -4.1160 2.3630
H23 -10.7066 -3.1402 1.7890
H24 -10.1010 -3.5145 -0.5144
H25 -9.3123 -4.8349 0.2246
C18 4.1177 5.8164 -1.7145
C19 5.4473 6.5349 -1.7906
O17 5.5290 6.9141 -3.0814
C20 4.6584 6.2402 -3.8919
O18 4.7409 6.1019 -5.1128
O19 3.7664 5.5196 -3.1042
H26 3.3489 6.3645 -1.1698
H27 4.2807 4.8993 -1.1483
H28 6.2032 5.7683 -1.6202
H29 5.4062 7.3749 -1.0973
C21 0.8662 2.8182 -7.7295
C22 0.4769 4.2547 -8.1750
O20 -0.8109 4.1069 -8.7401
C23 -0.9558 2.7745 -9.1611
O21 -1.8980 2.3054 -9.8215
O22 0.0826 2.0571 -8.6152
H30 0.6846 2.6617 -6.6661
H31 1.9232 2.7318 -7.9812
H32 1.1471 4.8271 -8.8164
H33 0.3865 4.8288 -7.2529
C24 1.7039 6.5495 4.9263
C25 1.0264 6.0836 6.2103
O23 -0.3107 6.2582 5.8690
C26 -0.4315 6.2678 4.4728
O24 -1.4906 6.3689 3.8587
O25 0.7682 6.1423 3.9381
H34 2.6446 6.0425 4.7110
H35 1.9106 7.6028 4.7369
H36 1.3822 6.8050 6.9458
H37 1.3941 5.0890 6.4627
C27 6.4987 -3.5646 -2.0268
C28 5.5879 -4.2072 -2.9965
O26 4.8722 -5.0724 -2.1645
C29 5.4597 -5.2089 -0.9180
O27 5.0095 -5.8925 -0.0114
O28 6.5977 -4.4691 -0.9264
H38 6.0960 -2.6132 -1.6794
H39 7.5036 -3.3864 -2.4095
H40 6.2301 -4.6533 -3.7559
H41 4.8441 -3.5710 -3.4762

Calculated values
**Total charge**: +1
**Kohn-Sham gap (spin up / spin down)**: 4.78 / 3.40 eV
**Molecular weight**: 944.039 g mol⁻¹
**2S+1**: 3

Atomic partial charges in e from the Mulliken method, atoms 1 to 4: number 1, Pd, carries 1.001; number 2, C, carries -0.890; number 3, C, carries -0.134; number 4, O, carries -0.344



A structure of composition C29H42ClGeN3O5SSc, computed with wB97M-V/def2-TZVPD.

Geometry (Å):
Sc1 0.2133 -0.1597 -0.0376
N1 0.1078 1.5675 1.7297
C1 -1.3177 1.7495 2.0016
C2 -2.0729 1.8122 0.6708
O1 -3.0737 2.4717 0.5314
O2 -1.5281 1.1342 -0.3138
H1 0.6205 1.3528 2.5880
H2 0.5120 2.4380 1.3720
H3 -1.5521 2.6535 2.5831
H4 -1.6973 0.8829 2.5569
O3 3.0923 1.0912 2.7334
S1 3.0850 0.3824 1.4885
O4 3.0003 1.4324 0.3780
N2 1.8433 -0.5968 1.3214
C3 1.5027 -1.3704 2.4220
C4 2.3911 -1.7309 3.4195
C5 1.9813 -2.5000 4.5127
C6 0.6909 -2.9419 4.6214
C7 -0.2490 -2.6203 3.6246
C8 -1.5890 -3.0560 3.6781
C9 -2.4550 -2.6928 2.6807
C10 -1.9844 -1.8755 1.6445
N3 -0.7406 -1.4414 1.5533
C11 0.1457 -1.8168 2.5165
C12 4.6216 -0.4893 1.2350
C13 5.8191 0.0751 1.6337
C14 6.9910 -0.6400 1.4359
C15 6.9434 -1.8970 0.8501
C16 5.7320 -2.4575 0.4734
C17 4.5586 -1.7486 0.6656
H5 3.4160 -1.3938 3.3601
H6 2.7073 -2.7488 5.2711
H7 0.3700 -3.5361 5.4615
H8 -1.9096 -3.6773 4.5026
H9 -3.4850 -3.0166 2.6759
H10 -2.6571 -1.5665 0.8506
H11 5.8173 1.0502 2.0989
H12 7.9373 -0.2182 1.7429
H13 7.8570 -2.4511 0.7014
H14 5.6924 -3.4425 0.0323
H15 3.6027 -2.1674 0.3937
Cl1 1.3895 -2.6121 -1.0660
C18 -0.1612 -1.7952 -1.4945
H16 -0.9299 -2.5674 -1.3250
H17 -0.0828 -1.6370 -2.5798
C19 -3.1337 2.4738 -5.2356
C20 -1.8216 1.8687 -5.7103
C21 -0.7259 1.8518 -4.6456
C22 -1.0854 1.0590 -3.3857
Ge1 -2.1717 2.0718 -2.0338
C23 -1.4365 3.8996 -1.6040
C24 -2.0218 5.0910 -2.3487
C25 -3.4990 5.3178 -2.0384
C26 -4.0181 6.5961 -2.6902
H18 -3.8245 2.5663 -6.0685
H19 -2.9720 3.4648 -4.8139
H20 -3.6146 1.8496 -4.4828
H21 -1.4578 2.4495 -6.5599
H22 -1.9950 0.8506 -6.0607
H23 -0.4633 2.8803 -4.3833
H24 0.1642 1.3949 -5.0837
H25 -0.1645 0.7971 -2.8562
H26 -1.5934 0.1369 -3.6706
H27 -3.6578 1.7214 -1.9198
H28 -0.3713 3.8086 -1.8375
H29 -1.5480 4.0604 -0.5318
H30 -1.8928 4.9583 -3.4247
H31 -1.4520 5.9784 -2.0582
H32 -3.6427 5.3786 -0.9572
H33 -4.0730 4.4535 -2.3933
H34 -3.4611 7.4608 -2.3317
H35 -5.0679 6.7407 -2.4484
H36 -3.9194 6.5509 -3.7738
C27 2.6121 2.8518 -1.5093
C28 2.5339 1.3696 -1.1323
C29 3.5909 0.5353 -1.8584
O5 1.3147 0.8924 -1.1557
H37 3.6198 3.2307 -1.3707
H38 1.9215 3.4191 -0.8873
H39 2.3200 2.9554 -2.5522
H40 4.5868 0.8503 -1.5551
H41 3.4787 0.6921 -2.9303
H42 3.4551 -0.5246 -1.6458

Calculated values
**Total charge**: +1
**Kohn-Sham gap**: 7.88 eV
**Molecular weight**: 697.757 g mol⁻¹

Atomic partial charges in e from the Mulliken method, atoms 1 to 4: number 1, Sc, carries -0.666; number 2, N, carries -0.141; number 3, C, carries -0.841; number 4, C, carries 0.539



A structure of composition C29H43IN12O5S, computed with wB97M-V/def2-TZVPD.

Geometry (Å):
O1 -1.3400 -0.0570 -3.4636
S1 -1.2736 -1.2573 -4.2201
O2 -2.4130 -2.0830 -4.2915
O3 -0.0036 -2.0480 -3.6692
C1 1.1960 -1.3920 -4.1277
I1 2.0600 -0.1690 -2.6145
C2 0.7125 -0.6348 -5.3925
C3 1.6541 -0.7222 -6.5910
C4 2.6552 0.3844 -6.4191
C5 4.0060 0.1618 -7.2574
O4 3.7292 0.1271 -5.7035
O5 -0.6631 -0.9378 -5.6542
H1 1.8852 -2.1913 -4.3704
H2 0.7738 0.4130 -5.0826
H3 1.1584 -0.5442 -7.5402
H4 2.2684 -1.6158 -6.5865
H5 2.2802 1.4014 -6.3724
H6 3.8844 1.2346 -7.6158
H7 5.0716 0.3207 -7.0771
C6 -3.4795 -1.5460 -0.8871
C7 -3.0950 -1.7808 0.4941
N1 -2.7946 -1.9565 1.5872
H8 -4.4370 -1.0314 -0.9484
H9 -2.7384 -0.9324 -1.3988
H10 -3.5721 -2.4826 -1.4348
C8 -2.0064 -5.3273 -5.1776
C9 -1.2381 -6.1315 -6.1137
N2 -0.6307 -6.7651 -6.8527
H11 -3.0766 -5.4218 -5.3573
H12 -1.8204 -5.6296 -4.1480
H13 -1.7539 -4.2723 -5.2601
C10 -5.2390 -5.8340 -8.4105
C11 -5.4655 -5.7977 -6.9745
N3 -5.6386 -5.7689 -5.8409
H14 -5.3505 -6.8465 -8.7944
H15 -5.9497 -5.1943 -8.9309
H16 -4.2342 -5.4909 -8.6530
C12 2.9866 -5.5734 -3.3195
C13 3.5905 -4.5909 -4.2055
N4 4.0610 -3.8139 -4.9060
H17 3.6086 -5.7367 -2.4412
H18 2.0067 -5.2395 -2.9812
H19 2.8608 -6.5277 -3.8282
C14 -1.4902 0.6939 3.2825
C15 -0.0936 0.8854 3.6321
N5 1.0093 1.0494 3.9010
H20 -1.6260 -0.1943 2.6678
H21 -2.1078 0.5799 4.1717
H22 -1.8725 1.5465 2.7221
C16 1.7878 4.2346 3.8699
C17 2.2928 5.2017 2.9098
N6 2.6783 5.9663 2.1459
H23 2.4107 4.2022 4.7621
H24 0.7728 4.4804 4.1821
H25 1.7691 3.2336 3.4449
C18 3.1608 6.8158 -1.2190
C19 3.2184 6.1353 -2.5036
N7 3.2643 5.5981 -3.5162
H26 2.5661 7.7254 -1.2854
H27 2.7147 6.1825 -0.4546
H28 4.1564 7.0915 -0.8766
C20 4.6145 -3.7112 -8.7156
C21 3.4811 -2.8520 -9.0091
N8 2.5944 -2.1553 -9.2132
H29 5.3224 -3.7159 -9.5429
H30 5.1346 -3.3652 -7.8228
H31 4.2896 -4.7357 -8.5416
C22 -2.3548 1.8681 7.5464
C23 -1.7947 2.8130 6.5946
N9 -1.3498 3.5573 5.8432
H32 -1.7480 1.8014 8.4461
H33 -3.3602 2.1639 7.8439
H34 -2.4156 0.8679 7.1212
C24 -2.1283 6.2970 3.2865
C25 -3.1814 5.8168 2.4069
N10 -4.0107 5.4346 1.7131
H35 -2.2533 5.9095 4.2968
H36 -1.1482 5.9812 2.9317
H37 -2.1256 7.3846 3.3408
C26 -1.4415 1.3406 12.3665
C27 -1.3918 0.6955 11.0629
N11 -1.3486 0.1813 10.0377
H38 -1.9836 2.2832 12.3165
H39 -1.9397 0.7126 13.0984
H40 -0.4403 1.5503 12.7352
C28 0.7779 1.9947 16.3089
C29 -0.5587 1.8071 15.7675
N12 -1.6139 1.6572 15.3438
H41 0.7613 2.6868 17.1489
H42 1.1900 1.0495 16.6581
H43 1.4504 2.3976 15.5532

Calculated values
**Kohn-Sham gap**: 8.96 eV
**Molecular weight**: 798.713 g mol⁻¹

Atomic partial charges in e from the Mulliken method, atoms 1 to 4: number 1, O, carries -0.601; number 2, S, carries 1.273; number 3, O, carries -0.523; number 4, O, carries -0.260



E per entry: -3363.6901, -5366.6915, -2859.6728 a.u.